# C28H30N6O6S2

2 unconnected molecules or ions with the total composition C28H30N6O6S2 (ωB97M-V/def2-TZVPD, the OMol25 dataset).

Values from the calculation:
* LUMO: -0.60 eV
* SMILES: Cc1cnc(NC(=O)C2=C(O)c3ccccc3S(=O)(=O)N2C)s1.CNC(=O)[C@H](Cc1c[nH]c2ccccc12)NC(C)=O

Structure (ORCA input):
```
! RIJCOSX wB97M-V def2-TZVPD def2/J DEFGRID3
* xyz 0 1
O 4.862 -4.254 -1.990
O -7.485 2.661 4.238
O -4.532 5.926 6.758
O 7.342 -6.465 -5.863
O 4.885 -6.195 -6.054
N 2.331 -3.990 -0.931
O 3.916 -1.908 -5.287
S 1.316 -1.629 -1.221
C 4.386 -3.648 -2.946
C -7.043 3.668 3.700
C -5.442 5.145 6.504
C 2.409 -2.927 -1.686
C 1.462 -3.819 0.120
C 4.909 -2.861 -5.320
C -4.284 1.657 3.809
C 5.146 -3.708 -4.226
C 0.821 -2.614 0.139
C -3.506 2.736 4.062
C -0.138 2.872 2.133
C 6.705 -1.927 -8.549
C -0.331 1.704 1.374
C 7.361 -3.122 -8.857
C -1.121 3.301 3.047
C 5.896 -1.842 -7.408
C -1.507 0.954 1.535
C 7.206 -4.234 -8.031
C -2.311 2.563 3.238
C 5.731 -2.951 -6.559
C -2.464 1.372 2.469
C 6.395 -4.142 -6.897
N 3.253 -2.873 -2.782
N -3.677 0.856 2.865
N -6.597 5.264 7.168
N -6.048 4.393 4.206
N 6.160 -4.680 -4.327
C -7.630 4.153 2.395
C -0.147 -2.221 1.213
C -7.803 4.449 7.013
C 7.442 -4.473 -3.637
C -3.808 3.846 5.026
C -5.281 4.063 5.416
S 6.186 -5.557 -5.799
H 3.709 -1.628 -6.197
H 1.305 -4.584 0.875
H -5.245 1.459 4.269
H 0.766 3.452 2.003
H 6.834 -1.059 -9.190
H 0.421 1.391 0.662
H 7.992 -3.187 -9.739
H -0.967 4.205 3.617
H 5.425 -0.893 -7.174
H -1.687 0.078 0.937
H 7.716 -5.167 -8.267
H 3.021 -2.253 -3.548
H -4.092 0.006 2.511
H -6.615 6.009 7.848
H -5.749 5.202 3.687
H -8.436 3.485 2.097
H -8.021 5.161 2.524
H -6.855 4.152 1.631
H 0.184 -1.297 1.695
H -0.216 -3.001 1.978
H -1.141 -2.076 0.783
H -7.554 3.386 7.018
H -8.299 4.691 6.071
H -8.492 4.648 7.834
H 8.173 -4.011 -4.309
H 7.841 -5.432 -3.291
H 7.325 -3.825 -2.762
H -3.421 4.774 4.602
H -3.241 3.644 5.936
H -5.647 3.129 5.842
*
```

Löwdin atomic charge list, values in e, 4 entries: 0.0831 0.0231 0.0463 -0.2929